(1)
Formula: C37H28BFN2O30S
Source: the Open Molecules 2025 dataset
Level of theory: wB97M-V/def2-TZVPD

```
100
Properties=species:S:1:pos:R:3
O -0.33 -5.34 -0.88
N 0.29 -6.30 -0.66
O -0.03 -6.86 0.63
C 0.98 -6.47 1.59
N 0.51 -7.00 2.86
B 0.85 -8.46 3.09
O -0.17 -9.35 3.04
O 2.13 -8.92 3.30
S 0.89 -6.06 4.13
O 1.10 -6.89 5.26
O 1.89 -5.10 3.79
F -0.44 -5.29 4.39
H 1.08 -5.38 1.59
H 1.91 -6.94 1.27
H -0.93 -8.91 2.65
H 2.67 -8.86 2.51
C -0.74 0.02 0.99
C 0.02 -1.08 0.84
C 0.06 -2.16 1.87
O 0.75 -3.14 1.65
C -0.73 -2.00 3.08
C -1.48 -0.90 3.24
C -1.54 0.18 2.19
O -2.26 1.13 2.40
O -2.23 -0.68 4.32
O 0.78 -1.29 -0.23
H -0.78 0.82 0.25
H -0.68 -2.78 3.83
H -2.67 0.18 4.17
H 1.21 -2.15 -0.09
C 6.79 -4.24 4.58
C 7.55 -3.93 5.64
C 6.96 -3.48 6.94
O 7.72 -3.23 7.86
C 5.51 -3.36 7.04
C 4.75 -3.67 5.98
C 5.35 -4.14 4.68
O 4.57 -4.41 3.79
O 3.42 -3.60 5.99
O 8.88 -3.99 5.62
H 7.22 -4.57 3.64
H 5.09 -3.02 7.98
H 3.12 -3.89 5.11
H 9.17 -3.72 6.51
C 6.56 -6.77 -1.83
C 7.44 -6.47 -0.86
C 6.99 -6.10 0.53
O 7.84 -5.85 1.36
C 5.56 -6.06 0.81
C 4.69 -6.37 -0.16
C 5.13 -6.76 -1.54
O 4.27 -7.03 -2.35
O 3.37 -6.35 0.03
O 8.75 -6.46 -1.05
H 6.87 -7.04 -2.83
H 5.24 -5.78 1.81
H 2.97 -6.59 -0.83
H 9.15 -6.21 -0.20
C -3.47 4.58 -2.46
C -2.67 3.97 -1.57
C -1.92 2.72 -1.92
O -1.19 2.24 -1.06
C -2.09 2.15 -3.24
C -2.89 2.75 -4.12
C -3.62 4.02 -3.79
O -4.31 4.52 -4.66
O -3.09 2.29 -5.35
O -2.49 4.43 -0.34
H -4.01 5.48 -2.23
H -1.55 1.24 -3.47
H -3.70 2.92 -5.78
H -1.88 3.80 0.10
C -2.63 7.39 -5.43
C -2.95 8.26 -6.40
C -1.92 9.15 -7.04
O -2.29 9.90 -7.92
C -0.54 9.06 -6.58
C -0.22 8.19 -5.62
C -1.25 7.28 -4.99
O -0.88 6.50 -4.13
O 1.01 8.05 -5.15
O -4.19 8.41 -6.85
H -3.36 6.75 -4.96
H 0.18 9.71 -7.04
H 0.96 7.35 -4.46
H -4.14 9.10 -7.54
C -9.33 7.48 -1.79
C -8.34 6.71 -2.25
C -6.94 6.81 -1.72
O -6.10 6.06 -2.18
C -6.66 7.79 -0.68
C -7.65 8.56 -0.22
C -9.06 8.44 -0.73
O -9.91 9.17 -0.25
O -7.47 9.47 0.73
O -8.51 5.81 -3.22
H -10.34 7.41 -2.16
H -5.65 7.86 -0.31
H -8.35 9.88 0.88
H -7.64 5.40 -3.37
```

Properties
- SMILES: O=NOCN(B(O)O)S(=O)(=O)F.O=C1C=C(O)C(=O)C=C1O.O=C1C=C(O)C(=O)C=C1O.O=C1C=C(O)C(=O)C=C1O.O=C1C=C(O)C(=O)C=C1O.O=C1C=C(O)C(=O)C=C1O.O=C1C=C(O)C(=O)C=C1O
- LUMO: -1.8 eV
- E_HOMO: -9.492 eV
- Gap between HOMO and LUMO: 7.74 eV
- E_tot: -117454.11168 eV

(2)
Formula: C37H29BiN8O4PS2Se
Source: the Open Molecules 2025 dataset
Level of theory: wB97M-V/def2-TZVPD

```
83
Properties=species:S:1:pos:R:3
Bi -0.24 0.16 -0.20
O 0.54 3.35 2.58
C 0.07 2.47 1.91
O 0.69 1.83 0.98
C -1.38 2.05 2.11
C -2.20 2.57 3.10
C -3.52 2.14 3.17
C -4.00 1.27 2.21
C -3.13 0.82 1.22
N -1.85 1.18 1.22
C -3.61 0.04 0.01
O -4.78 -0.31 -0.03
O -2.73 -0.14 -0.88
H -1.79 3.29 3.79
H -4.17 2.51 3.95
H -5.02 0.94 2.18
N -0.37 2.56 -2.68
P -1.61 1.50 -2.08
C -2.02 0.61 -3.62
C -3.23 -0.08 -3.72
C -3.57 -0.72 -4.90
C -2.70 -0.70 -5.98
C -1.50 -0.02 -5.88
C -1.16 0.64 -4.71
C -2.97 2.73 -1.96
C -3.16 3.45 -0.79
C -4.19 4.37 -0.69
C -5.02 4.60 -1.78
C -4.80 3.93 -2.96
C -3.80 2.98 -3.05
C 0.92 2.52 -2.23
C 1.83 3.52 -2.61
C 3.14 3.43 -2.20
C 3.53 2.33 -1.42
C 2.58 1.40 -1.08
N 1.31 1.48 -1.49
H -0.60 3.36 -3.25
H -3.90 -0.10 -2.88
H -4.51 -1.23 -4.98
H -2.95 -1.22 -6.89
H -0.82 0.01 -6.72
H -0.22 1.17 -4.65
H -2.48 3.31 0.04
H -4.35 4.90 0.24
H -5.83 5.31 -1.70
H -5.42 4.14 -3.82
H -3.67 2.44 -3.98
H 1.48 4.35 -3.20
H 3.85 4.18 -2.49
H 4.55 2.22 -1.10
H 2.81 0.56 -0.45
C 1.03 0.06 3.70
C 1.66 -0.92 2.78
N 1.54 -0.97 1.50
C 2.26 -1.99 0.95
C 2.96 -2.74 1.86
S 2.71 -2.15 3.45
C 2.31 -2.25 -0.48
C 3.09 -3.20 -1.06
S 2.91 -3.19 -2.76
C 1.77 -1.88 -2.59
N 1.57 -1.52 -1.37
C 1.13 -1.27 -3.77
H 0.18 0.54 3.23
H 1.76 0.82 3.96
H 0.70 -0.43 4.62
H 3.57 -3.59 1.69
H 3.75 -3.91 -0.60
H 1.39 -1.82 -4.67
H 1.47 -0.24 -3.87
H 0.05 -1.27 -3.65
Se -4.65 -2.90 -0.44
N -4.88 -2.93 1.28
C -3.68 -2.86 1.86
C -3.40 -2.86 3.24
C -2.08 -2.86 3.61
C -1.08 -2.83 2.63
N -1.29 -2.76 1.34
C -2.57 -2.81 0.94
N -2.92 -2.85 -0.35
H -4.21 -2.87 3.96
H -1.80 -2.90 4.65
H -0.04 -2.87 2.93
```

Properties
- LUMO: -2.8 eV
- E_HOMO: -10.799 eV
- Gap between HOMO and LUMO: 8.04 eV
- ΔE to the lowest compared entry with this formula, charge and spin: 22.2 kcal per mole
- E_tot: -161092.81590 eV
- Net charge: +1

(3)
Formula: C37H29Cl7CuP2STe
Source: the Open Molecules 2025 dataset
Level of theory: wB97M-V/def2-TZVPD

```
78
Properties=species:S:1:pos:R:3
Cu -0.06 0.89 -0.57
Cl 0.63 0.84 2.64
C 0.44 2.41 1.93
C 0.33 2.49 0.54
C 0.22 3.78 0.05
Cl 0.10 3.99 -1.67
C 0.17 4.92 0.85
Cl -0.03 6.49 0.17
C 0.26 4.78 2.24
Cl 0.15 6.16 3.26
C 0.42 3.51 2.78
Cl 0.56 3.32 4.49
C -0.79 -2.19 0.97
C -1.95 -1.16 0.89
P -2.00 -0.30 -0.74
C -2.85 -1.42 -1.90
C -3.68 -2.47 -1.53
C -4.30 -3.25 -2.49
C -4.07 -3.01 -3.84
C -3.23 -1.97 -4.22
C -2.63 -1.18 -3.26
C -3.32 0.94 -0.51
C -3.03 2.26 -0.85
C -4.00 3.25 -0.73
C -5.27 2.93 -0.27
C -5.56 1.62 0.08
C -4.60 0.63 -0.04
P -0.02 -2.46 -0.71
C 1.39 -1.28 -0.68
C 1.49 -0.33 -1.71
C 2.61 0.49 -1.80
C 3.62 0.38 -0.86
C 3.53 -0.55 0.16
C 2.42 -1.38 0.25
C 0.95 -4.01 -0.47
C 0.57 -5.03 0.39
C 1.34 -6.19 0.49
C 2.47 -6.35 -0.29
C 2.83 -5.36 -1.19
C 2.08 -4.20 -1.28
H -1.17 -3.14 1.32
H -0.02 -1.85 1.66
H -1.82 -0.36 1.62
H -2.92 -1.63 1.10
H -3.85 -2.69 -0.48
H -4.96 -4.04 -2.19
H -4.54 -3.63 -4.59
H -3.06 -1.78 -5.27
H -1.97 -0.37 -3.55
H -2.04 2.51 -1.20
H -3.75 4.27 -0.99
H -6.03 3.69 -0.19
H -6.55 1.37 0.45
H -4.84 -0.39 0.24
H 0.75 -0.34 -2.51
H 2.69 1.19 -2.62
H 4.50 1.01 -0.94
H 4.33 -0.65 0.88
H 2.38 -2.14 1.03
H -0.32 -4.94 0.99
H 1.03 -6.96 1.18
H 3.06 -7.25 -0.21
H 3.70 -5.48 -1.82
H 2.36 -3.43 -1.99
Cl -5.03 3.94 2.75
C -3.26 3.93 2.65
Cl -2.65 2.29 2.45
H -2.87 4.34 3.57
H -2.96 4.52 1.78
Te 3.74 2.43 2.07
C 5.74 2.12 1.65
C 6.65 1.39 2.38
C 7.94 1.35 1.81
C 8.01 2.05 0.64
S 6.51 2.77 0.24
H 6.38 0.91 3.31
H 8.78 0.82 2.24
H 8.87 2.19 0.00
```

Properties
- LUMO (alpha / beta): 0.4 / -1.6 eV
- E_HOMO (alpha / beta): -7.937 / -7.810 eV
- Gap between HOMO and LUMO (alpha / beta): 8.30 / 6.17 eV
- 2S+1: 2
- ΔE to the lowest compared entry with this formula, charge and spin: 0.0 kcal per mole
- <S²>: 0.760
- E_tot: -207842.00068 eV

(4)
Formula: C37H29ClNPS4Sn
Source: the Open Molecules 2025 dataset
Level of theory: wB97M-V/def2-TZVPD

```
74
Properties=species:S:1:pos:R:3
Sn -2.62 14.76 15.87
S -3.28 12.75 14.17
C -4.11 11.71 15.31
C -3.99 10.33 15.15
C -4.67 9.35 15.90
C -5.49 9.77 16.89
C -5.69 11.14 17.06
C -4.99 12.09 16.32
S -5.26 13.77 16.81
C -5.96 14.52 15.33
C -5.82 16.09 15.49
C -6.72 16.93 14.82
C -6.63 18.28 15.09
C -5.44 18.74 15.72
C -4.50 17.84 16.23
C -3.30 18.24 16.97
S -1.70 17.77 16.10
C -2.22 18.40 14.54
C -2.38 19.80 14.36
C -2.91 20.34 13.23
C -3.41 19.52 12.27
C -3.35 18.13 12.43
C -2.74 17.57 13.59
S -2.81 15.81 13.60
N -4.71 16.50 16.13
H -3.40 10.06 14.28
H -4.49 8.33 15.61
H -5.98 9.20 17.63
H -6.37 11.59 17.81
H -7.04 14.29 15.34
H -5.44 14.28 14.38
H -7.44 16.50 14.20
H -7.34 18.96 14.70
H -5.44 19.85 15.72
H -3.35 17.74 17.96
H -3.35 19.30 17.09
H -2.22 20.49 15.19
H -3.15 21.43 13.12
H -3.92 19.93 11.41
H -3.79 17.41 11.76
Cl -1.48 14.65 20.49
C -0.74 13.15 21.12
C 0.11 13.20 22.17
C 0.77 12.06 22.68
C 0.52 10.87 22.00
C -0.25 10.83 20.86
C -0.83 11.98 20.35
P -1.85 12.05 18.79
C -2.37 10.22 18.76
C -3.49 9.89 19.57
C -4.01 8.62 19.61
C -3.37 7.57 18.93
C -2.24 7.91 18.18
C -1.75 9.22 18.07
C -0.57 12.28 17.56
C 0.58 13.07 17.82
C 1.45 13.33 16.75
C 1.36 12.69 15.56
C 0.25 11.95 15.30
C -0.69 11.67 16.29
H 0.23 14.22 22.63
H 1.35 12.14 23.56
H 1.05 9.93 22.22
H -0.45 9.93 20.34
H -4.01 10.70 20.12
H -4.92 8.35 20.21
H -3.69 6.53 19.07
H -1.75 7.06 17.66
H -0.85 9.36 17.45
H 0.74 13.67 18.70
H 2.40 13.91 16.90
H 2.13 12.81 14.78
H 0.11 11.42 14.36
H -1.50 11.05 16.03
```

Properties
- LUMO: 0.0 eV
- E_HOMO: -7.216 eV
- Gap between HOMO and LUMO: 7.25 eV
- ΔE to the lowest compared entry with this formula, charge and spin: 3.7 kcal per mole
- E_tot: -111313.71876 eV

(5)
Formula: C37H29CsN2O4P2
Source: the Open Molecules 2025 dataset
Level of theory: wB97M-V/def2-TZVPD

```
75
Properties=species:S:1:pos:R:3
Cs 1.66 -1.74 1.98
C 0.72 2.25 1.76
P 1.13 3.20 0.20
C 1.89 1.97 -0.94
C 2.31 0.69 -0.60
C 2.95 -0.13 -1.51
C 3.16 0.30 -2.81
C 2.72 1.57 -3.18
C 2.11 2.40 -2.25
C -0.51 3.37 -0.61
C -1.16 2.32 -1.25
C -2.37 2.52 -1.89
C -2.97 3.78 -1.86
C -2.35 4.83 -1.20
C -1.12 4.62 -0.59
C -0.54 1.45 1.86
C -1.80 1.93 2.24
C -2.65 0.80 2.23
C -1.86 -0.28 1.85
C -2.25 -1.73 1.79
P -3.30 -2.40 0.42
C -2.44 -1.89 -1.12
C -3.18 -2.01 -2.30
C -2.64 -1.67 -3.53
C -1.33 -1.22 -3.60
C -0.58 -1.11 -2.44
C -1.12 -1.45 -1.20
C -4.71 -1.22 0.41
C -5.94 -1.66 0.88
C -7.04 -0.81 0.93
C -6.91 0.50 0.49
C -5.68 0.95 0.02
C -4.59 0.10 -0.02
N -0.58 0.12 1.62
H 0.70 3.04 2.52
H 1.61 1.65 1.99
H 2.15 0.32 0.41
H 3.29 -1.11 -1.20
H 3.65 -0.34 -3.53
H 2.88 1.92 -4.19
H 1.79 3.39 -2.55
H -0.71 1.33 -1.25
H -2.84 1.70 -2.41
H -3.92 3.93 -2.35
H -2.82 5.80 -1.17
H -0.62 5.45 -0.10
H -2.06 2.95 2.48
H -3.70 0.78 2.49
H -2.81 -2.00 2.70
H -1.38 -2.40 1.81
H -4.20 -2.37 -2.25
H -3.24 -1.77 -4.43
H -0.89 -0.94 -4.55
H 0.44 -0.75 -2.49
H -0.50 -1.29 -0.33
H -6.04 -2.69 1.22
H -7.99 -1.17 1.31
H -7.76 1.17 0.53
H -5.56 1.98 -0.30
H -3.63 0.46 -0.35
O 9.64 -1.60 2.12
C 8.94 -2.63 2.09
O 9.29 -3.83 2.09
C 7.41 -2.39 2.04
C 6.91 -1.10 2.02
C 5.54 -0.91 1.98
N 4.66 -1.92 1.96
C 5.13 -3.17 1.98
C 6.50 -3.44 2.03
C 4.10 -4.33 1.95
O 4.55 -5.47 2.07
O 2.89 -3.97 1.82
H 7.60 -0.27 2.03
H 5.11 0.09 1.96
H 6.85 -4.46 2.05
```

Properties
- LUMO: 3.6 eV
- E_HOMO: -2.591 eV
- Gap between HOMO and LUMO: 6.16 eV
- E_tot: -69139.04531 eV
- Net charge: -2